No. 1
The following is a quantum chemistry calculation of 3 unconnected molecules or ions with the total composition C11H20FN4O2, from the Open Molecules 2025 dataset.

Properties
2S+1: 1
Frontier orbital gap in eV: 6.53
Total charge: +1
DFT total energy in eV: -24498.17198
Largest force on an atom in hartree/bohr: 0.006

XYZ file:
```
38
Properties=species:S:1:pos:R:3:forces:R:3
C 3.90897 1.67084 2.94108 0.0 0.0 0.0
C 3.54087 0.20846 2.75542 0.0 0.0 0.0
F 4.61990 -0.46894 2.20846 -0.1 0.1 0.1
C 2.36354 -0.06092 1.79942 -0.2 0.0 0.0
C 1.07159 0.46792 2.33379 0.1 0.1 -0.1
C 0.31531 -0.15954 3.33211 0.1 -0.1 -0.1
C -0.84686 0.43664 3.73211 -0.2 0.2 0.0
C -1.22958 1.65489 3.13220 -0.1 -0.1 0.1
N -0.51647 2.23702 2.20006 -0.1 0.0 0.1
N 0.59285 1.61595 1.85057 0.2 -0.2 0.0
H 4.39894 1.82066 3.90311 0.1 0.0 -0.1
H 3.03272 2.32499 2.92041 0.0 0.0 0.0
H 4.59274 1.98002 2.14868 -0.1 0.0 0.0
H 3.32115 -0.25966 3.72212 0.0 0.0 -0.1
H 2.57026 0.35114 0.80848 0.1 0.0 0.1
H 2.25714 -1.14328 1.69849 0.1 0.0 -0.1
H 0.64813 -1.10471 3.74299 0.0 0.1 0.0
H -1.48173 -0.01242 4.48653 0.1 0.0 0.0
H -2.14678 2.16398 3.40564 0.1 0.0 0.0
H 1.11056 2.09222 1.11721 0.0 0.0 0.0
O -3.30631 -2.84724 -0.15667 0.0 0.0 0.0
C -2.48739 -1.96368 -0.06803 0.0 0.1 0.0
N -2.42817 -1.16474 1.05208 0.1 -0.1 0.2
C -1.47205 -1.65296 -1.13725 0.0 0.0 0.1
H -1.77604 -0.41053 1.12555 -0.1 0.1 -0.1
H -3.09907 -1.32430 1.78446 -0.1 0.0 0.0
H -1.97719 -1.38886 -2.06334 0.0 0.0 0.0
H -0.87451 -2.54440 -1.32177 0.0 0.0 0.0
H -0.80938 -0.82875 -0.86734 0.0 0.0 0.0
O -1.31205 -0.41121 -4.06713 0.0 0.0 0.0
C -1.53747 -0.37384 -5.26643 0.0 0.0 0.0
N -2.25535 -1.33908 -5.88714 0.0 0.0 0.0
C -1.03350 0.74808 -6.14077 0.0 0.0 -0.1
H -2.44874 -1.31969 -6.87076 0.0 0.0 0.0
H -2.60919 -2.10198 -5.33520 0.0 0.0 0.0
H 0.05216 0.78387 -6.07040 0.0 0.0 0.0
H -1.43061 1.68874 -5.76352 0.0 0.0 0.0
H -1.31838 0.63531 -7.18524 0.0 0.0 0.0
```
Forces are in eV/Å.


No. 2
The following is a quantum chemistry calculation of 5 unconnected molecules or ions with the total composition C11H20I2N5O10 at a distorted geometry, from the Open Molecules 2025 dataset.

Properties
Energy relative to the best compared isomer or geometry (same formula, charge and spin) in kJ/mol: 100.2
2S+1: 1
Frontier orbital gap in eV: 5.18
Total charge: -1
DFT total energy in eV: -55844.47558
Largest force on an atom in hartree/bohr: 0.115

XYZ file:
```
48
Properties=species:S:1:pos:R:3:forces:R:3
C -0.59948 -1.74311 3.12883 0.9 0.0 -0.2
C 0.23066 -0.84431 3.07526 0.6 -0.2 -0.2
C 1.42863 0.18201 2.87581 -1.5 -1.0 -0.1
C 1.29435 0.77978 1.40457 0.2 0.1 -0.8
C 2.58525 0.62419 0.49721 0.6 1.1 0.1
C 2.37064 1.26149 -0.96569 -0.8 -1.3 0.6
I 4.31507 2.02245 -1.66595 -0.9 -0.2 0.0
N 1.22307 1.30624 3.83431 0.1 -0.3 0.1
I 1.85944 0.75657 5.75068 -0.3 0.4 -0.4
C 2.77661 -0.62520 3.15298 2.0 -5.4 1.2
O 3.92530 -0.12065 3.15872 -1.9 1.6 -0.6
O 2.65688 -1.92713 3.44547 -1.0 4.2 -1.2
H -1.08620 -2.75296 3.14252 0.6 1.9 0.1
H 1.07719 1.89247 1.49095 0.1 -1.2 -0.1
H 0.41924 0.29768 0.86149 1.0 0.6 0.8
H 3.43077 1.22338 0.97243 -1.1 -1.0 -0.4
H 2.95776 -0.43859 0.44570 -0.6 1.1 -0.1
H 1.58587 2.07495 -0.95861 1.2 -0.6 0.0
H 2.05322 0.47407 -1.72320 0.6 1.1 1.0
H 1.76897 2.13487 3.56863 0.1 -0.7 0.1
C -0.04353 -0.63867 -4.45047 0.0 -0.1 -0.2
N 0.38846 -1.24433 -3.16320 0.2 -0.2 0.1
O 1.55912 -1.56910 -3.06072 -0.4 0.1 0.1
O -0.46322 -1.37147 -2.30357 0.3 0.0 -0.2
H 0.81223 -0.58750 -5.11723 0.0 -0.1 0.2
H -0.82094 -1.27666 -4.86817 0.0 0.1 0.2
H -0.42356 0.35744 -4.23376 -0.1 -0.1 0.0
C 0.67062 2.73935 -7.37492 -0.2 0.2 -0.2
N 0.54671 2.25695 -5.97372 0.0 0.0 0.1
O -0.50024 2.48575 -5.39229 0.3 -0.1 -0.1
O 1.50406 1.66707 -5.50997 -0.3 0.3 -0.2
H -0.25130 3.24341 -7.65420 0.1 -0.1 0.1
H 1.51331 3.42708 -7.41155 0.0 -0.2 0.0
H 0.84243 1.87021 -8.00718 0.1 0.1 0.1
C -3.27796 -5.65614 1.90420 0.2 0.0 -0.3
N -3.49721 -5.10854 3.26953 0.1 0.2 0.1
O -2.70971 -4.27328 3.66780 -0.4 -0.3 0.0
O -4.45445 -5.54057 3.88894 0.3 0.1 -0.1
H -2.39727 -5.18410 1.47514 -0.1 0.0 0.1
H -3.13193 -6.73025 2.00121 -0.1 0.1 0.0
H -4.16375 -5.42957 1.31385 0.0 -0.1 0.1
C -2.95839 2.67532 3.57689 -0.2 -0.2 0.2
N -2.08430 3.08165 2.44700 0.3 0.1 -0.1
O -2.31292 2.58746 1.35835 0.2 0.3 0.2
O -1.19875 3.88509 2.69732 -0.5 -0.4 -0.3
H -3.69549 1.96387 3.21325 0.2 0.1 -0.1
H -2.32353 2.21876 4.33485 0.0 0.1 -0.1
H -3.44319 3.57376 3.95494 0.2 0.0 0.0
```
Forces are in eV/Å.